The following is a DFT calculation (ωB97M-V/def2-TZVPD) of a 2-piece molecular cluster, C25H26Cl2NO overall at a distorted geometry.

Its largest force on an atom is 0.041 Eh/bohr. The value obtained for the LUMO energy is -5.72 eV. The net charge is +1. The calculation puts the HOMO energy at -10.3 eV.

Last column: natural (NBO) charge in e.
Positions of all 55 atoms, in Å:
C -1.4928 3.6144 2.8546  -0.71
C -0.1736 2.8725 2.8099  0.68
N 0.2187 2.4927 1.5411  -0.63
C 1.3675 1.7423 1.2378  0.15
C 1.3140 0.9001 0.0308  -0.06
C 2.4035 0.2072 -0.4051  -0.12
C 2.4258 -0.6793 -1.6076  -0.45
C 1.2287 -0.4668 -2.5484  -0.39
C -0.0668 -0.3292 -1.7504  -0.39
C 0.0039 0.8152 -0.7314  -0.44
C 2.4756 1.8137 2.0365  -0.45
O 0.4608 2.6321 3.8287  -0.60
H -1.8564 3.9239 1.8711  0.21
H -2.2368 2.9621 3.3254  0.25
H -1.3513 4.4988 3.4814  0.25
H -0.4852 2.6530 0.8287  0.41
H 3.3393 0.2662 0.1456  0.20
H 3.3602 -0.5339 -2.1646  0.22
H 2.4256 -1.7362 -1.2946  0.22
H 1.3899 0.4398 -3.1454  0.19
H 1.1394 -1.3098 -3.2401  0.22
H -0.9079 -0.1456 -2.4280  0.22
H -0.2700 -1.2693 -1.2192  0.21
H -0.8582 0.7089 -0.0532  0.22
H -0.1538 1.7554 -1.2920  0.20
H 3.3745 1.2745 1.7498  0.19
H 2.4630 2.3798 2.9610  0.24
Cl 8.1201 4.6770 5.6227  0.10
C 7.0610 4.6892 4.2831  0.04
C 5.6983 4.9900 4.4571  -0.24
C 4.8431 4.9873 3.3626  -0.09
C 5.3118 4.6912 2.0546  -0.18
C 4.4138 4.6967 0.9413  0.09
C 4.8329 4.5335 -0.3748  -0.32
C 3.9812 4.5226 -1.4721  0.08
C 4.4271 4.2952 -2.8115  -0.16
C 3.5171 4.3867 -3.8979  -0.10
C 3.9215 4.1574 -5.2058  -0.24
C 5.2608 3.8228 -5.4771  0.04
Cl 5.7652 3.5173 -7.0794  0.10
C 6.1866 3.7359 -4.4259  -0.24
C 5.7779 3.9678 -3.1172  -0.11
C 6.6964 4.3956 1.9093  -0.06
C 7.5545 4.3947 3.0025  -0.26
H 5.3341 5.2195 5.4546  0.25
H 3.7863 5.2269 3.4933  0.24
H 3.3553 4.8799 1.1411  0.23
H 5.9071 4.4443 -0.5614  0.21
H 2.9172 4.7204 -1.3171  0.23
H 2.4803 4.6508 -3.6847  0.23
H 3.2201 4.2292 -6.0321  0.25
H 7.2211 3.4845 -4.6440  0.25
H 6.5123 3.8898 -2.3162  0.22
H 7.1000 4.1614 0.9247  0.21
H 8.6095 4.1652 2.8751  0.25

Atoms 1-6, force components in eV/Å:
0.038 -0.008 0.068
0.221 -0.143 0.700
-0.456 0.060 0.240
1.764 0.343 1.131
0.843 -0.979 -1.069
-1.061 0.700 0.427

=====

The following is a DFT calculation (ωB97M-V/def2-TZVPD) of one molecule with the formula C25H26ClNO5S at a distorted geometry.

Its largest force on an atom is 0.049 Eh/bohr. The value obtained for the LUMO energy is -0.74 eV. The net charge is 0. The calculation puts the HOMO energy at -6.5 eV.

Last column: natural (NBO) charge in e.
Positions of all 59 atoms, in Å:
C -6.0198 3.8937 -2.5836  -0.26
O -5.5275 3.5314 -1.2698  -0.47
C -4.5647 2.5809 -1.1731  0.40
C -4.1738 2.1852 0.1255  -0.28
C -3.3633 1.0859 0.2844  0.09
N -2.9024 0.3872 -0.7858  -0.29
C -2.2226 -0.9621 -0.5903  -0.23
C -0.7846 -1.0197 -0.8493  -0.40
C 0.1264 -0.4636 0.2490  -0.31
C 1.0911 0.6280 -0.2601  0.04
C 1.2933 0.8465 -1.6282  -0.18
C 2.1216 1.8498 -2.0991  -0.28
C 2.7128 2.7507 -1.1914  0.32
O 3.5346 3.6832 -1.7406  -0.51
C 4.1761 4.6606 -0.8970  -0.25
C 2.4019 2.6435 0.1916  -0.33
C 1.6705 1.5404 0.6350  -0.18
C -0.2102 -1.8835 -1.8695  0.49
C -1.1036 -2.3351 -3.0138  -0.70
O 0.9809 -2.2250 -1.8615  -0.67
C -3.1786 0.8170 -2.0413  0.13
C -4.0060 1.8990 -2.2779  -0.34
H -6.7083 4.7127 -2.3771  0.22
H -5.2017 4.2393 -3.2346  0.19
H -6.5595 3.0564 -3.0515  0.19
H -4.5568 2.7084 0.9956  0.25
H -3.0683 0.7086 1.2644  0.24
H -2.3901 -1.2173 0.4641  0.19
H -2.7507 -1.6872 -1.2260  0.22
H -0.5597 0.0974 0.8896  0.21
H 0.8320 0.1988 -2.3648  0.23
H 2.3345 1.9631 -3.1587  0.22
H 4.8565 5.1652 -1.5838  0.20
H 3.4421 5.3796 -0.5029  0.17
H 4.7365 4.1847 -0.0784  0.18
H 2.7608 3.3964 0.9037  0.21
H 1.5223 1.4106 1.7064  0.21
H -1.6109 -1.4875 -3.4968  0.18
H -0.4828 -2.8374 -3.7644  0.24
H -1.8500 -3.0461 -2.6397  0.21
H -2.7390 0.2431 -2.8594  0.25
H -4.2446 2.1734 -3.3081  0.25
Cl -0.0173 -1.3385 2.8776  -0.07
C 0.6206 -1.5369 1.1949  -0.39
S 2.4530 -1.8840 1.3782  2.13
C 2.6403 -3.0517 2.7564  -0.23
C 2.8159 -2.5583 4.0505  -0.21
C 2.8981 -3.4557 5.1160  -0.22
C 2.8685 -4.8340 4.8771  -0.19
C 2.7654 -5.3193 3.5686  -0.22
C 2.6807 -4.4259 2.4979  -0.22
O 2.9029 -2.6140 0.2197  -0.90
O 3.0682 -0.6369 1.7732  -0.95
H 0.2836 -2.5353 0.8531  0.25
H 2.8916 -1.4834 4.2143  0.24
H 2.9871 -3.0678 6.1323  0.22
H 2.9292 -5.5310 5.7151  0.22
H 2.7494 -6.3931 3.3736  0.22
H 2.6481 -4.7903 1.4711  0.25

Atoms 1-6, force components in eV/Å:
0.199 -0.034 0.308
0.867 -0.563 -0.302
-0.510 -0.193 -0.167
-0.105 0.172 -0.307
0.163 -0.185 -0.645
-0.993 0.907 -0.268

=====

The following is a DFT calculation (ωB97M-V/def2-TZVPD) of C25H26N6O5SZr as an isolated structure at a distorted geometry.

Its largest force on an atom is 0.034 Eh/bohr. The value obtained for the LUMO energy is -6.74 eV. The net charge is +2. The calculation puts the HOMO energy at -13.0 eV.

Last column: natural (NBO) charge in e.
Positions of all 64 atoms, in Å:
Zr 0.7841 -0.3392 0.4336  2.28
O -1.1649 -5.3196 -1.3467  -0.64
C -0.1784 -4.9665 -2.1790  0.40
C 0.1535 -5.8895 -3.1735  -0.27
C 1.1489 -5.6033 -4.0747  -0.11
C 1.8583 -4.3924 -4.0248  -0.24
C 1.5430 -3.4819 -3.0551  -0.15
C 0.5206 -3.7413 -2.1125  -0.22
C 0.2278 -2.7536 -1.1162  0.61
O 0.9509 -1.6219 -1.0917  -0.80
N -0.7048 -2.9556 -0.2086  -0.42
N -0.7630 -1.9005 0.6642  -0.35
C -1.4848 -1.9261 1.7125  0.11
C -1.3884 -0.7436 2.5915  0.17
C -1.9906 -0.7080 3.8272  -0.19
C -1.8316 0.4296 4.6103  -0.08
C -1.0732 1.4822 4.1288  -0.22
C -0.4719 1.3605 2.8909  0.10
N -0.6251 0.2730 2.1199  -0.59
H -1.3042 -4.6061 -0.6998  0.51
H -0.3955 -6.8203 -3.2084  0.25
H 1.3896 -6.3310 -4.8396  0.23
H 2.6392 -4.1862 -4.7425  0.23
H 2.0791 -2.5451 -2.9942  0.23
H -2.0848 -2.7878 1.9854  0.24
H -2.5747 -1.5518 4.1680  0.26
H -2.2932 0.4860 5.5875  0.26
H -0.9251 2.3828 4.7071  0.26
H 0.1639 2.1407 2.4956  0.23
O 3.1138 0.0933 -0.2914  -0.57
C 3.3912 -0.0092 0.9027  0.65
N 2.4045 0.3659 1.8342  -0.98
S 2.3478 -0.9269 2.8300  2.30
O 1.8339 -0.7346 4.1353  -0.84
O 1.5345 -1.8256 1.9123  -0.97
C 4.0188 -1.3763 2.6957  -0.36
C 4.7746 -2.2126 3.4849  -0.14
C 6.0870 -2.4239 3.0630  -0.16
C 6.5772 -1.8445 1.8974  -0.15
C 5.7814 -1.0214 1.0995  -0.16
C 4.4964 -0.7773 1.5290  -0.07
H 4.3813 -2.6758 4.3797  0.26
H 6.7355 -3.0563 3.6547  0.25
H 7.5999 -2.0379 1.6032  0.25
H 6.1618 -0.5785 0.1890  0.25
C 0.9933 4.9225 -1.8177  -0.59
C 2.0695 4.0331 -1.1794  -0.17
C 3.1063 3.5777 -2.2184  -0.59
C 2.7457 4.7397 0.0053  -0.59
C 1.4125 2.8121 -0.6529  0.62
N 0.9120 1.8614 -0.2461  -0.58
H 1.4846 5.8193 -2.1950  0.25
H 0.2401 5.2274 -1.0912  0.23
H 0.5059 4.4238 -2.6553  0.23
H 3.6309 4.4657 -2.5706  0.24
H 2.6314 3.0967 -3.0731  0.23
H 3.8369 2.8941 -1.7863  0.23
H 3.2504 5.6248 -0.3811  0.25
H 3.4917 4.1031 0.4815  0.22
H 2.0182 5.0600 0.7511  0.23
N -1.1863 0.2907 -0.9087  -1.04
H -2.0123 -0.2763 -0.7490  0.41
H -0.9347 0.1485 -1.8844  0.41
H -1.4647 1.2614 -0.8211  0.41

Atoms 1-6, force components in eV/Å:
-0.087 1.015 -1.429
0.162 0.116 -0.090
-0.198 -0.189 0.010
0.040 0.037 -0.006
0.069 -0.036 -0.097
-0.079 -0.062 0.043